Entry 1:
90
Properties=species:S:1:pos:R:3:forces:R:3:mulliken_charge:R:1 method="wB97M-V/def2-TZVPD" de_lowest_kcal_mol=26.8 smiles=CCO.CCO.CCO.CCO.CCO.CCO.CCO.CCO.CCO.CCO homo_lumo_gap_ev=9.844 fmax_ev_per_a=1.4 lumo_energy_ev=0.50 energy_ev=-42185.6343 multiplicity=1
O -1.201 5.935 -2.006 0.0 0.2 0.1 -0.48
O 3.089 2.295 -2.089 0.3 0.1 0.0 -0.59
O -3.841 -4.716 -2.062 -0.2 0.0 0.1 -0.53
O -4.036 1.857 2.895 0.1 -0.4 -0.2 -0.57
O 2.741 -1.987 -2.686 0.2 -0.2 0.5 -0.52
O -2.115 -5.949 2.077 0.1 0.0 -0.1 -0.51
O -0.078 -2.614 5.898 0.4 -0.3 -0.2 -0.56
O 1.662 0.165 -1.179 0.1 0.9 -0.1 -0.46
O -5.394 1.163 0.488 0.1 0.3 0.1 -0.57
O 5.580 2.558 -0.834 0.0 0.2 0.3 -0.52
C -1.731 5.812 -0.693 -0.5 -0.8 0.2 -0.65
C -0.148 -0.785 -0.072 -0.2 -0.6 0.4 -1.05
C 4.078 -2.219 -2.269 0.2 0.6 -0.1 0.18
C -1.760 4.359 -0.218 0.5 0.2 0.6 -0.67
C 1.587 4.049 -2.759 0.4 -0.3 -0.5 -0.91
C 0.746 -0.968 4.388 0.5 0.0 0.6 -0.95
C 4.713 -3.324 -3.083 0.0 0.0 -0.1 -1.38
C 0.267 0.394 -0.929 0.9 -0.7 0.3 0.01
C -2.845 1.077 2.986 -0.2 0.3 0.4 -0.44
C 6.153 1.831 0.262 0.0 -0.3 0.2 -0.30
C -2.027 -3.073 -2.142 -0.1 0.5 -0.2 -0.44
C -5.171 1.408 -0.897 -0.1 -1.0 -0.9 -0.51
C -3.927 0.694 -1.428 -0.2 0.3 -0.1 -0.42
C -0.370 -1.344 5.333 -0.4 -0.1 0.1 -0.15
C -0.885 -3.972 1.651 0.1 0.9 -0.5 -0.41
C 5.616 0.414 0.215 -0.7 -0.1 -0.6 -0.57
C -2.915 -4.042 -2.894 0.4 -0.2 -0.3 -0.57
C 3.037 3.606 -2.680 -0.2 -0.6 0.8 -0.26
C -1.456 -4.853 2.720 -0.3 -0.5 0.3 -0.34
C -1.759 1.606 2.071 -0.5 -0.1 -0.5 0.43
H 1.702 -0.919 4.919 -0.1 0.0 0.1 0.38
H -1.946 5.955 -2.612 0.1 0.0 -0.1 0.29
H 4.139 -4.242 -2.954 0.1 -0.1 -0.1 0.32
H -2.353 -6.616 2.726 0.0 0.1 0.1 0.27
H -2.291 -4.756 -3.449 0.0 -0.1 0.1 0.30
H 0.179 -1.748 -0.472 -0.2 0.2 -0.6 0.41
H -0.671 -5.197 3.404 0.1 -0.1 -0.3 0.31
H -0.293 -3.174 2.108 0.1 -0.1 0.0 -0.06
H -0.229 0.479 -1.897 -0.4 -0.2 0.1 0.33
H 1.545 5.016 -3.260 -0.2 0.1 0.2 0.40
H -1.215 -0.856 0.147 0.0 0.2 -0.2 0.34
H -3.977 -0.365 -1.173 0.2 0.0 0.2 0.18
H -1.627 -3.470 1.022 -0.3 -0.1 0.3 0.14
H 0.988 3.356 -3.354 0.1 -0.1 -0.1 0.28
H -2.159 1.667 1.054 0.1 -0.3 -0.1 -0.55
H -4.489 1.555 2.084 0.1 0.4 0.3 0.44
H 5.876 2.234 1.244 -0.1 0.4 -0.3 0.31
H 7.240 1.908 0.158 0.0 -0.3 0.2 0.30
H 4.583 0.428 -0.153 0.0 0.3 0.0 -0.17
H 6.131 -0.229 -0.499 0.3 -0.1 0.3 0.24
H -2.172 -4.339 3.373 0.0 0.3 -0.3 0.25
H 5.507 -0.039 1.200 0.6 -0.1 0.0 0.42
H -1.310 -1.382 4.767 0.0 0.0 0.1 0.19
H -1.506 2.639 2.308 0.2 -0.1 0.4 0.38
H -0.699 -2.852 6.589 -0.2 0.2 0.0 0.30
H 2.362 -1.386 -2.017 -0.2 0.1 -0.4 0.35
H -2.745 6.222 -0.639 0.1 0.2 -0.1 0.39
H -3.099 0.026 2.806 0.3 0.0 -0.2 0.22
H -0.892 0.945 2.082 0.1 0.2 0.0 -0.08
H 3.550 3.561 -3.643 -0.2 0.3 -0.1 0.29
H 3.576 4.266 -1.992 0.1 0.2 -0.3 0.27
H -3.005 1.148 -1.066 0.0 -0.2 0.1 -0.17
H -2.656 -2.396 -1.560 0.1 -0.1 0.2 0.07
H -5.709 0.257 0.570 0.0 0.0 0.0 0.29
H 3.963 2.202 -1.661 -0.3 0.1 -0.2 0.30
H -1.302 -3.559 -1.491 -0.1 -0.1 0.1 0.18
H 4.654 -1.288 -2.393 0.1 -0.1 -0.1 0.10
H -0.732 4.054 -0.001 0.0 -0.2 -0.3 0.25
H 5.753 -3.489 -2.797 -0.1 -0.1 0.3 0.37
H 0.370 -0.791 0.892 0.0 0.5 0.0 0.17
H 0.578 0.028 3.978 -0.1 -0.1 -0.3 0.26
H 0.884 -1.736 3.629 -0.2 0.2 -0.2 0.15
H -0.499 -0.620 6.144 0.1 0.2 -0.2 0.37
H -3.501 -3.523 -3.654 -0.1 0.1 0.1 0.32
H -0.267 -4.498 0.922 0.2 -0.3 0.4 0.35
H -3.373 -5.317 -1.473 0.1 0.1 0.0 0.31
H 0.115 1.319 -0.366 0.0 0.1 -0.1 0.04
H -5.150 2.473 -1.115 0.1 0.1 0.5 0.35
H 1.137 4.080 -1.770 0.1 0.3 0.0 0.06
H 5.962 3.443 -0.846 -0.1 -0.1 -0.1 0.26
H -1.463 -2.443 -2.835 0.0 -0.1 -0.1 0.36
H -2.213 3.645 -0.905 0.0 0.2 -0.2 0.18
H 2.042 0.978 -1.599 -0.1 -0.5 0.3 0.37
H 4.121 -2.441 -1.194 -0.1 -0.2 -0.1 0.27
H -6.017 0.990 -1.456 -0.1 0.3 0.0 0.34
H -2.484 1.130 4.018 -0.2 0.0 0.0 0.24
H -1.102 6.355 0.014 0.0 0.3 -0.3 0.29
H -2.271 4.290 0.746 -0.2 0.1 -0.1 0.43
H -3.905 0.725 -2.521 0.0 0.2 0.0 0.43
H 4.761 -3.078 -4.145 -0.3 0.1 0.0 0.32



Entry 2:
111
Properties=species:S:1:pos:R:3:forces:R:3:mulliken_charge:R:1 method="wB97M-V/def2-TZVPD" de_lowest_kcal_mol=547.1 homo_lumo_gap_ev=6.532 fmax_ev_per_a=13.0 lumo_energy_ev=-0.84 energy_ev=-93273.4504 multiplicity=1
P 2.294 -3.170 -1.950 0.1 1.7 1.3 0.26
O -1.876 1.412 1.308 -0.5 -1.8 0.4 -0.07
O 2.492 -4.256 -2.931 0.6 0.2 0.7 -0.85
O -1.268 0.123 3.309 1.9 8.9 3.3 1.03
O -2.971 2.869 -1.788 -1.1 1.6 -0.4 -0.44
O -1.817 -3.417 2.532 0.3 -3.3 -0.3 -0.54
O -4.504 -1.817 -3.851 2.2 1.1 3.7 -0.67
O -4.332 -1.995 -1.595 -2.0 -0.7 0.4 -0.40
O -0.021 -0.776 0.450 -0.7 1.2 -0.5 -0.01
O -1.861 -2.868 4.644 -0.7 -0.9 0.8 -0.42
O -2.814 4.652 -3.225 0.9 -2.3 2.4 -0.68
O -1.946 -5.115 4.092 0.5 5.2 -1.2 -0.64
O 0.541 0.817 4.548 -0.6 -2.1 -0.5 -0.27
O 2.866 3.711 -0.363 0.9 -0.3 -3.8 -0.18
O 1.632 3.024 1.356 3.6 6.7 -1.4 -0.37
O -3.636 0.194 1.831 0.7 -1.2 -0.5 -0.46
O -1.084 3.966 -2.028 1.3 1.1 0.6 -0.51
O -2.533 -1.461 -2.721 -3.6 -2.9 -0.2 -0.24
O -1.210 2.027 4.603 -4.4 0.0 -0.7 -0.29
O -0.078 -0.097 -1.691 1.6 4.1 5.6 0.13
O 3.290 4.521 1.559 -1.5 -1.3 3.6 -0.42
O 0.235 1.394 0.075 0.6 -3.4 -0.4 0.43
O -2.205 -0.426 0.109 -1.6 6.6 11.0 -0.28
N 1.072 -2.012 -2.391 2.0 -1.9 1.5 0.67
N -0.099 -1.781 -5.349 -3.1 0.7 -1.3 -0.81
N 1.947 -3.656 -0.366 -1.0 -1.1 0.6 0.45
N 3.754 -2.249 -1.547 0.1 0.3 -0.7 0.19
C -0.618 -0.964 -4.715 -1.7 -0.4 -2.7 0.03
C -2.697 2.171 2.104 -0.1 1.7 2.8 -0.74
C 0.456 -0.292 1.705 1.6 0.2 -1.2 0.02
C -0.728 0.898 4.128 0.5 -1.3 -3.0 0.12
C 2.555 3.682 0.855 -3.2 -0.6 3.4 0.41
C 4.104 4.433 -0.524 0.2 1.0 -0.4 -0.44
C -2.518 0.274 1.036 -1.3 1.7 0.5 0.17
C -2.166 2.431 -0.754 0.8 -2.1 -0.5 1.58
C -0.797 2.927 -1.121 0.9 0.7 -0.2 0.83
C -3.855 -1.714 -2.776 -1.4 -1.5 -4.5 0.23
C 1.212 -2.817 0.622 1.2 -1.3 -2.3 -0.52
C -1.707 -1.651 3.933 -0.2 -2.1 1.1 0.01
C -1.238 1.490 -4.354 2.4 0.0 -1.5 -0.59
C 0.284 1.842 -4.626 -1.7 -0.1 0.5 -0.76
C 0.577 1.231 1.447 -0.3 -3.1 0.6 -1.22
C -0.352 -2.379 -2.293 6.0 -2.2 -4.5 -1.22
C 4.162 5.203 0.804 2.3 0.6 -2.0 -0.38
C -3.314 -2.102 -0.636 -0.8 0.1 0.3 0.84
C -2.059 -1.632 -1.407 -6.5 -1.4 3.0 1.22
C -1.314 0.040 -3.936 -1.7 1.3 -0.8 0.98
C 0.641 1.558 5.747 1.0 1.5 -0.2 -0.50
C 5.096 -2.951 -1.418 -1.9 1.2 -0.7 -1.19
C -2.316 3.883 -2.384 -3.5 3.3 -4.1 0.28
C -1.871 -3.889 3.792 -0.6 -5.0 1.1 0.41
C -0.038 0.152 -0.492 2.7 1.2 -0.7 -1.37
C 1.339 -1.232 -3.591 3.6 -0.9 1.6 -1.18
C -2.007 -2.086 2.502 -0.1 2.5 -0.1 1.18
C 2.205 -5.053 0.148 -0.5 2.2 -0.1 -1.10
C -0.422 2.680 5.495 4.0 0.1 1.8 -0.48
C 3.734 -1.003 -0.718 -0.5 -0.5 -0.7 -0.67
C -3.513 1.162 2.860 -1.3 1.8 0.1 -0.43
H 3.138 -1.017 0.194 -0.2 -0.6 0.2 0.13
H 1.241 -1.908 -4.441 1.1 0.8 0.8 0.39
H 0.473 0.914 6.611 -0.1 0.1 0.0 0.33
H 2.379 -0.907 -3.559 0.3 0.3 0.4 0.72
H 0.065 3.541 5.038 -0.1 0.0 -0.4 0.33
H -0.677 -1.335 4.099 -0.1 -1.5 0.5 0.10
H 5.172 5.125 1.206 -0.1 0.4 0.2 0.30
H -0.684 -2.967 -3.149 0.0 -0.5 -0.1 0.64
H 3.812 6.230 0.699 0.3 0.1 0.0 0.35
H 3.343 -0.154 -1.279 -0.1 0.0 -0.3 0.10
H 0.344 2.916 -4.802 0.5 -0.1 0.0 0.49
H 4.892 3.709 -0.734 0.0 0.1 0.3 0.30
H -0.294 3.296 -0.227 0.2 0.5 -0.7 0.39
H -3.012 -1.814 2.180 -0.1 -0.5 0.4 0.08
H 2.999 -5.530 -0.426 -0.4 -0.2 0.0 0.27
H -2.075 2.785 2.755 -0.1 0.0 -0.1 0.13
H -0.170 2.251 -1.702 -0.2 0.1 0.3 -0.68
H -3.565 -1.471 0.217 -1.1 -1.0 -0.9 -0.01
H 0.718 1.246 -5.429 -0.1 0.2 -0.2 0.36
H -1.248 -2.335 -1.216 -5.6 2.2 2.7 -1.17
H 0.779 1.524 -3.708 0.5 0.6 0.0 -0.20
H -3.335 2.851 1.540 -0.2 -0.2 -0.1 0.85
H 1.453 -0.730 1.760 0.1 0.3 0.5 1.48
H -3.246 -3.084 -0.170 0.0 -0.7 -0.8 0.15
H -0.116 1.866 1.999 0.8 -0.2 0.3 -0.14
H 1.257 -5.582 0.241 0.2 -0.5 -0.4 0.31
H -2.359 -0.836 4.247 -0.6 -1.9 1.1 -0.01
H -2.187 1.349 -0.879 -0.1 0.4 0.1 -0.20
H -1.732 -0.681 -0.989 0.2 -2.6 -5.2 0.32
H 1.226 -1.785 0.272 1.2 -1.7 0.1 -0.80
H -1.543 2.149 -3.542 -0.4 -0.5 -0.4 0.10
H -4.472 1.641 3.060 -0.3 -0.6 -0.1 0.62
H -3.066 0.833 3.798 -0.6 -0.2 -0.6 -0.08
H -2.350 -0.295 -3.986 0.5 1.0 -0.6 0.59
H -0.606 -2.962 -1.407 4.2 -2.6 -1.2 1.04
H 4.073 5.186 -1.311 -0.4 -0.6 -0.4 0.29
H -2.396 2.643 0.290 -0.8 1.5 -2.5 -0.76
H 5.230 -3.243 -0.377 0.4 -0.2 0.0 0.33
H -0.949 -1.467 -2.294 4.2 -1.5 -1.9 -1.24
H 5.196 -3.776 -2.123 -0.3 -0.1 0.2 0.33
H -0.761 3.055 6.460 -1.3 -0.5 -0.3 0.36
H -1.346 -1.607 1.780 -0.2 -0.8 0.2 -0.78
H -0.176 -0.679 2.504 1.5 0.2 -1.3 -0.04
H 5.786 -2.172 -1.744 0.5 -0.3 0.4 0.45
H -1.027 0.032 -2.884 -0.7 0.0 -1.8 -0.50
H -1.838 1.616 -5.256 -0.1 0.5 0.1 0.59
H 4.721 -0.708 -0.362 0.3 -0.3 -0.4 0.57
H 1.593 1.623 1.505 -0.8 -2.7 0.8 0.69
H 1.615 -2.952 1.626 0.1 -0.1 0.0 0.73
H 1.653 1.961 5.699 -0.1 -0.1 0.6 0.32
H 0.699 -0.350 -3.594 1.1 -0.7 -0.1 -0.13
H 0.152 -3.068 0.582 -0.2 -0.3 0.5 0.66
H 2.516 -4.833 1.169 0.4 -0.6 0.1 0.40